[1]
Molecular formula: C31H58BrF3NO11P
Method: DFT, wB97M-V/def2-TZVPD

HOMO-LUMO gap (eV): 8.6
Multiplicity: 1
Electronic energy (Eh): -5313.3030

Each line ends with the Mulliken charge.
Atoms and positions in Å:
O  -0.782  -1.216  3.269  -0.56
C  -0.883  -0.992  2.098  0.42
C  -0.167  -1.768  0.988  -1.24
C  0.345  -0.608  0.146  0.80
Br  1.845  0.074  1.167  0.00
C  0.598  -0.910  -1.329  -1.35
C  1.962  -1.462  -1.724  -0.38
O  2.374  -2.509  -0.869  -0.65
C  3.089  -0.428  -1.852  0.67
F  2.624  0.842  -1.818  -0.27
F  4.054  -0.570  -0.915  -0.22
F  3.701  -0.583  -3.060  -0.31
C  -0.922  0.327  0.205  0.08
O  -1.881  -0.095  -0.755  -0.64
P  -0.633  2.112  -0.305  -0.02
O  -2.067  2.757  0.075  0.17
O  0.424  2.775  0.740  -0.44
N  -1.584  0.115  1.509  -0.16
H  -0.765  -2.487  0.446  0.48
H  0.611  -2.325  1.491  0.29
H  -0.110  -1.683  -1.586  0.51
H  0.357  -0.063  -1.953  0.60
H  1.848  -1.855  -2.726  0.58
H  2.015  -3.316  -1.225  0.41
H  -1.873  0.506  -1.508  0.42
H  -1.948  3.715  0.104  0.19
H  1.294  2.594  0.376  0.29
H  -2.474  -0.293  1.238  0.38
C  -6.709  3.755  -0.478  -0.44
C  -6.589  3.596  -1.992  -0.61
C  -5.242  4.257  -2.262  -0.49
O  -4.449  4.048  -1.093  -0.37
C  -5.269  3.560  -0.030  0.51
H  -7.396  3.050  -0.014  0.47
H  -7.045  4.767  -0.239  0.03
H  -6.550  2.537  -2.254  0.29
H  -7.403  4.054  -2.551  0.37
H  -5.355  5.336  -2.418  0.23
H  -4.726  3.836  -3.125  0.27
H  -5.041  2.501  0.130  0.24
H  -5.032  4.102  0.885  -0.47
C  7.329  -3.936  -3.062  -0.63
C  6.183  -3.309  -2.268  -0.52
C  5.064  -3.301  -3.299  0.12
O  5.288  -4.435  -4.146  -0.41
C  6.589  -4.968  -3.902  -0.38
H  8.105  -4.377  -2.439  0.36
H  7.793  -3.186  -3.707  0.27
H  5.916  -3.950  -1.425  0.27
H  6.404  -2.316  -1.882  0.35
H  5.095  -2.400  -3.913  0.15
H  4.076  -3.382  -2.848  -0.07
H  6.483  -5.914  -3.359  0.19
H  7.079  -5.170  -4.856  0.30
C  -2.633  4.205  4.344  -0.74
C  -3.037  5.654  4.081  -0.04
C  -2.159  6.008  2.890  -0.56
O  -1.967  4.798  2.147  -0.42
C  -2.423  3.683  2.931  0.15
H  -3.379  3.636  4.894  0.40
H  -1.694  4.168  4.902  0.28
H  -4.090  5.708  3.801  -0.11
H  -2.879  6.317  4.930  0.44
H  -1.177  6.373  3.213  0.33
H  -2.609  6.760  2.239  0.14
H  -3.360  3.322  2.498  -0.03
H  -1.691  2.878  2.879  0.15
C  3.515  -3.486  5.295  -0.54
C  2.063  -3.755  5.686  -0.61
C  1.312  -3.102  4.532  -0.33
O  2.155  -3.226  3.382  -0.31
C  3.463  -3.638  3.779  -0.49
H  4.230  -4.162  5.762  0.35
H  3.790  -2.463  5.561  0.26
H  1.872  -4.830  5.703  0.26
H  1.784  -3.345  6.655  0.33
H  1.130  -2.042  4.717  0.26
H  0.354  -3.579  4.324  0.26
H  3.607  -4.682  3.480  0.28
H  4.204  -3.026  3.263  0.27
C  5.592  -8.329  -5.230  -0.40
C  4.826  -9.190  -6.232  -0.56
C  3.666  -9.693  -5.382  -0.51
O  3.395  -8.669  -4.424  -0.44
C  4.456  -7.707  -4.428  -0.19
H  6.237  -7.585  -5.693  0.28
H  6.208  -8.963  -4.587  0.28
H  4.453  -8.570  -7.050  0.27
H  5.416  -9.999  -6.659  0.34
H  3.936  -10.611  -4.847  0.28
H  2.764  -9.886  -5.963  0.27
H  4.097  -6.787  -4.897  0.19
H  4.736  -7.480  -3.399  0.20
C  -6.097  7.891  0.905  -0.63
C  -5.517  9.002  1.779  -0.62
C  -5.883  8.519  3.177  -0.42
O  -5.883  7.091  3.120  -0.48
C  -5.827  6.660  1.758  0.37
H  -5.644  7.827  -0.083  0.33
H  -7.173  8.036  0.779  0.32
H  -4.431  9.038  1.665  0.25
H  -5.915  9.990  1.556  0.38
H  -6.883  8.858  3.465  0.29
H  -5.175  8.845  3.939  0.29
H  -4.826  6.257  1.564  -0.31
H  -6.558  5.868  1.602  0.15



[2]
Molecular formula: C16H19IN2O9P2V
Method: DFT, wB97M-V/def2-TZVPD

Charge: +1
HOMO-LUMO gap (spin up / spin down) (eV): 8.0 / 7.9
Multiplicity: 3
Electronic energy (Eh): -3332.2771

Each line ends with the Löwdin spin population.
Atoms and positions in Å:
V  0.954  0.204  -0.998  1.94
C  -0.944  4.111  -2.011  0.00
C  -1.020  3.639  -0.592  -0.01
N  -1.841  4.243  0.244  0.01
C  -1.916  3.823  1.520  -0.01
C  -1.185  2.781  2.033  0.01
C  -1.361  2.362  3.473  0.00
O  -1.542  0.953  3.621  0.00
C  -0.299  2.124  1.155  0.00
C  0.597  1.099  1.669  0.03
N  1.301  0.325  0.923  -0.01
C  2.288  -0.574  1.457  0.00
C  2.103  -1.243  2.654  0.00
C  3.082  -2.112  3.110  0.00
C  4.236  -2.323  2.368  0.00
C  4.422  -1.663  1.162  0.00
C  3.444  -0.791  0.716  0.00
I  3.732  0.234  -1.086  0.00
C  -0.228  2.558  -0.166  0.01
O  0.618  1.979  -1.049  -0.01
H  -1.742  4.826  -2.194  0.00
H  0.015  4.593  -2.207  0.00
H  -1.030  3.277  -2.709  0.00
H  -2.627  4.347  2.150  0.00
H  -0.483  2.620  4.067  0.00
H  -2.200  2.910  3.905  0.00
H  -2.421  0.725  3.299  0.00
H  0.715  1.021  2.744  0.00
H  1.184  -1.105  3.213  0.00
H  2.937  -2.637  4.045  0.00
H  4.995  -3.008  2.721  0.00
H  5.318  -1.828  0.580  0.00
C  -1.331  -2.885  -3.674  0.00
C  -1.366  -2.418  -2.220  0.00
O  -2.504  -2.928  -1.524  0.00
P  -1.618  -0.620  -2.096  0.00
O  -0.792  0.142  -3.216  0.00
O  -3.110  -0.334  -2.484  0.00
O  -1.123  -0.072  -0.783  0.02
P  0.248  -2.805  -1.393  0.00
O  -0.026  -2.570  0.166  0.00
O  0.717  -4.165  -1.664  0.00
O  1.068  -1.544  -1.824  0.01
H  -2.239  -2.586  -4.201  0.00
H  -1.257  -3.973  -3.688  0.00
H  -0.455  -2.506  -4.203  0.00
H  -2.462  -3.892  -1.513  0.00
H  -1.054  -0.024  -4.134  0.00
H  -3.761  -0.876  -2.007  0.00
H  -0.037  -3.413  0.641  0.00



[3]
Molecular formula: C16H23ClN2O3
Method: DFT, wB97M-V/def2-TZVPD

HOMO-LUMO gap (eV): 10.0
Multiplicity: 1
Electronic energy (Eh): -1418.8847

Each line ends with the Mulliken charge.
Atoms and positions in Å:
C  3.303  2.304  -1.167  -1.40
C  2.517  1.791  0.020  0.11
C  1.166  2.516  0.147  -1.10
C  0.218  1.891  1.208  1.13
O  0.622  2.235  2.510  -0.70
C  -1.167  2.532  1.004  -1.32
C  -2.263  2.072  1.956  -0.15
C  -3.567  2.845  1.686  -1.35
C  0.105  0.339  1.094  -0.17
O  0.462  -0.332  2.062  -0.71
N  -0.430  -0.253  -0.067  0.18
N  -0.750  -1.670  -0.180  0.31
C  -2.060  -2.091  0.037  0.40
O  -2.963  -1.278  0.391  -0.62
C  -2.409  -3.572  0.123  -0.40
Cl  -2.831  -4.184  -1.463  -0.16
C  0.247  -2.376  -0.879  -0.30
C  0.010  -2.905  -2.172  0.17
C  1.000  -3.502  -2.921  -0.87
C  2.294  -3.554  -2.409  -0.28
C  2.598  -3.011  -1.135  -0.90
C  1.527  -2.429  -0.378  -0.09
H  3.556  3.398  -1.039  0.32
H  4.244  1.740  -1.307  0.39
H  2.727  2.155  -2.080  0.35
H  2.393  0.714  -0.144  0.03
H  3.106  1.911  0.944  0.29
H  1.390  3.545  0.396  0.61
H  0.693  2.456  -0.858  0.23
H  0.448  1.422  3.054  0.43
H  -1.506  2.365  0.011  0.44
H  -1.056  3.628  1.070  0.58
H  -2.411  0.982  1.838  0.19
H  -1.923  2.217  2.995  0.29
H  -3.869  2.728  0.636  0.34
H  -4.375  2.447  2.306  0.38
H  -3.475  3.918  1.898  0.34
H  -0.867  0.374  -0.724  0.27
H  -1.582  -4.100  0.593  0.30
H  -3.321  -3.682  0.747  0.35
H  -0.921  -2.758  -2.710  0.49
H  0.712  -3.878  -3.893  0.39
H  3.077  -3.963  -3.042  0.36
H  3.622  -3.002  -0.749  0.40
H  1.713  -1.989  0.590  0.49



[4]
Molecular formula: C21H26N4O4S2
Method: DFT, wB97M-V/def2-TZVPD

HOMO-LUMO gap (eV): 9.4
Multiplicity: 1
Electronic energy (Eh): -2132.1600

Each line ends with the Mulliken charge.
Atoms and positions in Å:
N  -5.079  -2.114  -4.401  -0.48
C  -5.457  -1.305  -3.685  0.31
C  -5.934  -0.319  -2.754  -0.30
C  -5.377  -0.549  -1.332  -0.99
N  -4.008  -0.123  -1.156  0.28
C  -2.953  -0.844  -1.849  -1.47
C  -1.867  -1.237  -0.882  0.77
C  -2.184  -1.836  0.334  0.00
C  -1.168  -2.169  1.213  -1.21
C  0.138  -1.879  0.852  0.09
N  0.452  -1.320  -0.306  -0.31
C  -0.522  -1.016  -1.149  -0.80
S  -3.821  1.556  -1.239  1.44
O  -3.672  1.980  -2.604  -0.69
O  -4.887  2.122  -0.471  -0.78
C  -2.253  1.732  -0.402  0.02
C  -1.151  2.174  -1.111  -0.80
C  0.096  2.129  -0.509  -0.30
C  0.205  1.631  0.776  -0.34
S  1.839  1.388  1.495  1.32
O  1.662  0.505  2.621  -0.68
O  2.436  2.666  1.737  -0.73
N  2.534  0.662  0.186  0.23
C  3.946  0.345  -0.030  0.17
C  4.239  -1.134  0.247  -0.97
C  4.247  -1.437  1.741  -0.12
C  5.314  -0.593  2.429  -1.01
C  4.985  0.883  2.241  -0.14
C  4.892  1.249  0.761  -1.29
C  -0.908  1.251  1.503  -0.44
C  -2.158  1.303  0.908  -0.68
H  -5.632  0.674  -3.097  0.24
H  -7.025  -0.369  -2.730  0.39
H  -5.457  -1.604  -1.055  0.48
H  -5.959  0.052  -0.631  0.49
H  -3.370  -1.746  -2.306  0.57
H  -2.543  -0.221  -2.652  0.44
H  -3.217  -2.027  0.582  0.37
H  -1.383  -2.638  2.160  0.45
H  0.967  -2.095  1.510  0.25
H  -0.207  -0.572  -2.085  0.46
H  -1.289  2.519  -2.124  0.53
H  0.988  2.440  -1.028  0.44
H  1.939  -0.123  -0.080  0.05
H  4.114  0.533  -1.103  0.18
H  3.493  -1.747  -0.264  0.41
H  5.219  -1.375  -0.174  0.46
H  3.275  -1.192  2.173  0.09
H  4.438  -2.501  1.901  0.34
H  5.351  -0.830  3.494  0.41
H  6.295  -0.816  1.999  0.35
H  5.753  1.504  2.707  0.39
H  4.039  1.104  2.732  0.19
H  4.560  2.282  0.663  0.41
H  5.884  1.159  0.308  0.49
H  -0.767  0.888  2.509  0.54
H  -3.052  0.999  1.427  0.46



[5]
Molecular formula: C3H9S2
Method: DFT, wB97M-V/def2-TZVPD

Charge: -1
HOMO-LUMO gap (eV): 5.2
Multiplicity: 1
Electronic energy (Eh): -916.0743

Each line ends with the Mulliken charge.
Atoms and positions in Å:
C  2.169  1.812  2.323  -0.70
S  2.848  0.772  0.958  -0.78
H  2.603  1.443  3.247  0.17
H  2.469  2.863  2.195  0.17
H  1.083  1.816  2.331  0.17
C  -2.024  0.030  -1.726  -0.75
S  -1.790  -1.722  -1.972  -0.12
C  -0.494  -2.068  -0.773  -0.62
H  -1.802  0.612  -2.629  0.27
H  -1.365  0.492  -0.997  0.25
H  -3.056  0.312  -1.513  0.28
H  0.251  -2.760  -1.148  0.28
H  -0.006  -1.145  -0.468  0.15
H  -0.886  -2.457  0.174  0.24



[6]
Molecular formula: C31H33AlN5O11P2S
Method: DFT, wB97M-V/def2-TZVPD

Charge: -1
HOMO-LUMO gap (eV): 4.1
Multiplicity: 1
Electronic energy (Eh): -3625.4258

Each line ends with the Mulliken charge.
Atoms and positions in Å:
C  3.873  2.879  -0.559  -0.93
P  2.107  2.268  -0.901  0.05
O  1.874  0.748  -0.066  -0.39
Al  0.555  3.710  0.171  0.07
P  -1.561  2.784  -0.377  0.13
S  -2.121  3.606  -2.079  -0.54
H  4.457  2.048  -0.118  0.29
H  4.297  3.196  -1.531  0.30
H  3.827  3.773  0.097  0.20
H  1.017  0.818  0.356  0.12
H  0.759  5.151  -0.421  -0.09
H  0.818  3.766  1.754  -0.28
H  -1.399  1.377  -0.654  -0.03
H  -2.556  2.983  0.627  0.03
C  3.643  -1.968  -1.044  -0.41
C  4.544  -2.992  -1.317  -0.57
C  4.104  -4.306  -1.385  -0.05
C  2.757  -4.582  -1.180  -0.22
C  1.851  -3.565  -0.900  -0.53
C  2.300  -2.253  -0.832  -0.52
N  2.284  -5.962  -1.275  1.10
O  3.106  -6.831  -1.506  -0.62
O  1.098  -6.167  -1.126  -0.64
H  3.986  -0.942  -0.998  0.41
H  5.590  -2.765  -1.481  0.39
H  4.811  -5.097  -1.598  0.45
H  0.803  -3.777  -0.737  0.48
H  1.609  -1.455  -0.619  0.80
C  -4.321  -1.381  3.321  -0.24
C  -4.517  -2.274  2.276  -0.30
C  -3.524  -2.460  1.325  -0.44
C  -2.337  -1.747  1.437  -0.11
C  -2.132  -0.848  2.473  -0.08
C  -3.132  -0.666  3.418  -0.83
N  -1.279  -1.955  0.452  1.01
O  -1.491  -2.732  -0.456  -0.64
O  -0.243  -1.341  0.599  -0.53
H  -5.090  -1.242  4.061  0.38
H  -5.444  -2.826  2.204  0.39
H  -3.683  -3.156  0.513  0.45
H  -1.209  -0.289  2.556  0.51
H  -2.984  0.032  4.232  0.38
C  -10.576  0.451  6.394  -0.38
C  -9.772  -0.584  6.858  -0.52
C  -8.814  -1.146  6.026  -0.25
C  -8.670  -0.659  4.734  0.07
C  -9.473  0.369  4.258  -0.30
C  -10.430  0.924  5.095  -0.47
N  -7.647  -1.231  3.862  1.05
O  -6.970  -2.142  4.300  -0.61
O  -7.524  -0.763  2.753  -0.56
H  -11.319  0.891  7.048  0.37
H  -9.890  -0.950  7.869  0.36
H  -8.192  -1.950  6.393  0.43
H  -9.362  0.744  3.250  0.45
H  -11.059  1.727  4.737  0.37
C  6.211  8.753  1.357  -0.38
C  5.220  8.353  2.245  -0.44
C  4.035  7.810  1.766  -0.30
C  3.859  7.669  0.398  -0.06
C  4.838  8.071  -0.498  -0.32
C  6.019  8.616  -0.013  -0.41
N  2.620  7.074  -0.109  1.04
O  1.781  6.753  0.703  -0.52
O  2.515  6.936  -1.310  -0.55
H  7.137  9.172  1.733  0.36
H  5.372  8.462  3.311  0.36
H  3.268  7.501  2.462  0.45
H  4.696  7.964  -1.565  0.45
H  6.792  8.931  -0.702  0.36
C  2.124  -4.366  -5.431  -0.48
C  2.933  -5.403  -4.983  -0.14
C  3.900  -5.942  -5.818  -0.55
C  4.049  -5.430  -7.100  0.11
C  3.242  -4.399  -7.562  -0.40
C  2.275  -3.867  -6.720  -0.43
N  5.083  -5.978  -7.977  1.01
O  5.760  -6.891  -7.553  -0.61
O  5.210  -5.488  -9.080  -0.62
H  1.374  -3.944  -4.773  0.45
H  2.811  -5.789  -3.979  0.39
H  4.526  -6.748  -5.461  0.45
H  3.356  -4.004  -8.562  0.44
H  1.642  -3.061  -7.066  0.39



[7]
Molecular formula: C4H14NO4S
Method: DFT, wB97M-V/def2-TZVPD

Charge: -1
HOMO-LUMO gap (eV): 6.1
Multiplicity: 1
Electronic energy (Eh): -914.7396

Each line ends with the Mulliken charge.
Atoms and positions in Å:
C  -1.000  -0.233  0.173  -0.37
N  -0.516  0.010  1.564  0.00
C  -0.017  1.169  2.048  0.02
O  0.486  1.239  3.161  -0.66
C  0.125  -0.126  -0.811  1.01
C  -0.182  -0.027  -2.307  -0.74
S  -0.821  1.659  -2.772  -0.64
H  -1.417  -1.267  0.093  0.17
H  -1.884  0.378  -0.048  0.19
H  -0.737  -0.754  2.185  0.22
H  0.063  1.934  1.268  0.41
H  0.702  0.787  -0.541  -0.55
H  0.890  -0.901  -0.654  -0.50
H  0.582  -0.502  -2.901  0.40
H  -1.180  -0.460  -2.500  0.16
H  0.971  2.633  -1.450  0.24
H  2.042  1.884  -0.674  0.31
O  1.409  2.602  -0.572  -0.67
H  1.989  -2.322  0.427  0.29
H  2.307  -2.999  1.697  0.31
O  2.069  -3.213  0.781  -0.65
H  -0.708  -3.848  1.086  0.34
H  -1.766  -2.700  1.325  0.35
O  -1.276  -3.419  1.741  -0.66



[8]
Molecular formula: C20H20Cl3F4IrN2O5S2
Method: DFT, wB97M-V/def2-TZVPD

Charge: -2
HOMO-LUMO gap (eV): 6.2
Multiplicity: 1
Electronic energy (Eh): -3940.7028

Each line ends with the Mulliken charge.
Atoms and positions in Å:
Ir  0.861  0.476  0.791  1.37
C  -0.756  -2.820  0.663  -1.31
C  0.202  -2.429  1.777  -1.02
N  1.343  -1.526  1.450  0.71
C  2.274  -1.600  2.627  -0.81
C  1.638  -1.493  4.003  -1.35
C  2.148  -2.047  0.310  -1.26
C  1.498  -1.836  -1.043  -0.81
N  0.949  -0.499  -1.087  0.36
C  0.541  -0.088  -2.323  -0.30
C  0.992  1.116  -2.901  -0.56
F  1.859  1.880  -2.239  -0.41
C  0.596  1.522  -4.155  0.55
F  1.076  2.686  -4.647  -0.36
C  -0.249  0.766  -4.948  -0.85
C  -0.684  -0.428  -4.417  0.39
F  -1.527  -1.212  -5.138  -0.36
C  -0.311  -0.840  -3.155  0.74
F  -0.842  -1.999  -2.695  -0.35
H  -1.709  -3.099  1.119  0.34
H  -0.392  -3.673  0.089  0.35
H  -0.954  -1.996  -0.016  0.16
H  0.637  -3.342  2.209  0.64
H  -0.357  -1.930  2.563  0.52
H  3.022  -0.824  2.503  0.59
H  2.783  -2.572  2.555  0.50
H  0.955  -0.649  4.054  0.19
H  2.439  -1.292  4.716  0.39
H  1.125  -2.409  4.304  0.35
H  2.360  -3.112  0.480  0.47
H  3.082  -1.487  0.345  0.51
H  0.781  -2.634  -1.257  0.36
H  2.301  -1.949  -1.792  0.48
H  -0.558  1.101  -5.927  0.47
Cl  0.894  5.214  0.554  -0.13
C  -0.560  4.454  -0.078  0.55
Cl  -1.777  4.317  1.227  -0.19
Cl  -1.236  5.467  -1.380  -0.20
C  -0.316  2.967  -0.566  0.20
O  -1.003  2.563  -1.485  -0.65
O  0.568  2.429  0.149  -0.57
C  -3.932  0.073  1.577  -0.76
C  -3.432  0.145  0.282  -0.65
C  -2.066  0.250  0.053  0.47
C  -1.128  0.288  1.097  0.90
C  -1.670  0.241  2.393  -0.39
C  -3.034  0.129  2.635  -0.69
H  -4.998  -0.006  1.757  0.30
H  -4.112  0.126  -0.564  0.39
H  -1.721  0.326  -0.969  -0.15
H  -1.000  0.308  3.246  0.01
H  -3.396  0.100  3.658  0.36
O  3.058  0.936  0.766  -0.68
S  3.276  1.734  2.032  1.17
O  3.672  3.100  1.770  -0.68
O  4.182  1.025  2.933  -0.72
S  1.339  1.649  2.796  -0.58